1.
Below is C34H25BrLiN9O4S as an isolated structure, with properties calculated with wB97M-V/def2-TZVPD.

Last column: Mulliken charge in e.
CARTESIAN COORDINATES (ANGSTROEM)
Li1 -0.2150 0.3857 0.8409  1.180
N1 -7.7284 3.7872 -0.5944  -0.648
C1 -6.3431 3.5591 -0.4329  1.132
C2 -5.8860 2.6446 0.5134  -0.750
C3 -4.5270 2.4446 0.6939  -0.510
C4 -3.6135 3.1563 -0.0712  -0.675
C5 -4.0587 4.0647 -1.0144  -0.184
C6 -5.4193 4.2732 -1.1897  -0.764
S1 -1.8805 2.8796 0.1817  1.744
O1 -1.6857 2.9665 1.6081  -0.799
O2 -1.1952 3.8318 -0.6631  -0.786
N2 -1.6342 1.3490 -0.2149  -0.313
C7 -1.8474 0.9525 -1.5048  0.208
N3 -2.3815 1.7874 -2.4232  -0.366
C8 -2.5210 1.3137 -3.6513  -0.190
C9 -2.1632 0.0302 -4.0229  -0.784
C10 -1.6834 -0.7668 -2.9883  -0.075
N4 -1.5394 -0.3390 -1.7526  -0.376
H1 -8.2895 2.9889 -0.3383  0.228
H2 -7.9686 4.0993 -1.5232  0.228
H3 -6.6023 2.0890 1.1102  0.260
H4 -4.1628 1.7358 1.4281  0.471
H5 -3.3251 4.5858 -1.6158  0.468
H6 -5.7720 4.9864 -1.9286  0.244
H7 -2.9488 2.0017 -4.3783  0.382
H8 -2.2678 -0.3327 -5.0359  0.378
H9 -1.4075 -1.8045 -3.1667  0.413
O3 -0.2278 -0.1792 2.5935  -0.686
C11 0.0116 0.4068 3.6870  0.261
C12 -0.5262 -0.0799 4.9259  -0.783
C13 -0.2490 0.5029 6.1382  -0.290
C14 0.5809 1.6310 6.2253  -0.840
C15 1.1022 2.1392 5.0491  -0.504
C16 0.8468 1.5761 3.7985  0.636
C17 1.4061 2.1940 2.5922  0.204
N5 1.2543 1.8107 1.3376  0.132
C18 1.9199 2.7305 0.5596  -0.206
C19 2.4917 3.6820 1.3387  -0.925
N6 2.1664 3.3264 2.6327  -0.043
H10 -1.1664 -0.9517 4.8558  0.367
H11 -0.6799 0.0847 7.0433  0.336
H12 0.8046 2.0937 7.1779  0.357
H13 1.7417 3.0156 5.1218  0.163
H14 1.9115 2.6606 -0.5146  0.127
H15 3.0692 4.5606 1.1112  0.412
H16 2.3857 3.8490 3.4589  0.164
Br1 8.6535 -7.3197 -6.9834  -0.269
C20 7.3366 -6.6249 -5.7856  0.176
C21 6.7426 -7.4628 -4.8560  -0.436
C22 5.7917 -6.9474 -3.9902  -0.264
C23 5.4099 -5.5959 -4.0232  -0.126
C24 6.0355 -4.7763 -4.9807  0.118
C25 6.9866 -5.2851 -5.8502  -0.779
N7 4.4461 -5.1905 -3.1056  -0.759
N8 4.1555 -3.9329 -3.2076  0.249
C26 3.2555 -3.4149 -2.3735  0.070
C27 2.5735 -4.1713 -1.3641  -0.483
C28 1.6556 -3.6254 -0.5407  -1.123
C29 1.2947 -2.2102 -0.5939  0.499
O4 0.4552 -1.7351 0.1515  -0.497
C30 1.9871 -1.3971 -1.6507  -0.108
N9 1.6334 -0.1027 -1.7361  0.049
C31 2.1946 0.6359 -2.6711  -0.305
C32 3.1520 0.1384 -3.5631  -1.096
C33 3.5222 -1.1790 -3.4741  -0.237
C34 2.9311 -1.9992 -2.5010  0.806
H17 7.0219 -8.5077 -4.8082  0.368
H18 5.3154 -7.5846 -3.2543  0.403
H19 5.7594 -3.7323 -5.0248  0.316
H20 7.4598 -4.6398 -6.5795  0.369
H21 2.8221 -5.2210 -1.2944  0.397
H22 1.1444 -4.2161 0.2096  0.423
H23 1.8773 1.6737 -2.7300  0.476
H24 3.5925 0.7931 -4.3060  0.399
H25 4.2590 -1.6104 -4.1400  0.369

Computed properties:
HOMO in eV: -1.897
Relative energy (zero: lowest compared OMol25 entry of this formula, charge and spin) in kcal per mole: 0.00
HOMO-LUMO gap in eV: 5.3
Net charge: -2


2.
Below is C34H25Cl3N7S4Yb as an isolated structure, with properties calculated with wB97M-V/def2-TZVPD.

Last column: Löwdin spin population.
CARTESIAN COORDINATES (ANGSTROEM)
Yb1 -1.1070 0.0591 -0.0848  0.987
S1 -2.8615 0.4201 1.9130  0.000
C1 -1.8583 -0.6104 2.9195  0.000
N1 -2.3685 -1.3633 3.8569  -0.001
N2 -3.6830 -1.3803 3.9189  -0.001
C2 -4.3578 -2.1103 4.8666  0.000
C3 -3.6736 -2.9238 5.7830  0.000
C4 -4.3719 -3.5995 6.7639  0.000
C5 -5.7557 -3.4956 6.8558  0.000
C6 -6.4370 -2.7230 5.9248  0.000
C7 -5.7534 -2.0392 4.9356  0.000
N3 -0.5008 -0.6330 2.8809  0.000
N4 0.0948 -0.0140 1.9497  0.000
C8 1.4955 -0.0583 2.0533  0.000
C9 2.1854 -0.7119 3.0819  0.000
C10 3.5666 -0.7155 3.0889  0.000
C11 4.2826 -0.0625 2.0921  0.000
C12 3.6022 0.6173 1.0922  0.000
C13 2.2200 0.6229 1.0734  0.000
H1 -4.1698 -0.8248 3.2127  0.000
H2 -2.5997 -2.9924 5.6889  0.000
H3 -3.8289 -4.2195 7.4672  0.000
H4 -6.2942 -4.0061 7.6444  0.000
H5 -7.5169 -2.6533 5.9746  0.000
H6 -6.2890 -1.4370 4.2109  0.000
H7 1.6146 -1.2257 3.8409  0.000
H8 4.0971 -1.2346 3.8784  0.000
H9 5.3653 -0.0878 2.0897  0.000
H10 4.1550 1.1341 0.3186  0.000
H11 1.6768 1.1506 0.2962  0.000
S2 6.3198 -0.0746 -3.1713  0.000
C14 4.6614 -0.1931 -3.0809  0.000
S3 3.8609 -1.1942 -1.9131  0.000
C15 2.2472 -0.6038 -2.4674  0.000
N5 2.3884 0.2565 -3.4208  0.000
N6 3.7047 0.4780 -3.7813  0.000
C16 3.8699 1.4324 -4.8175  0.000
C17 2.8811 2.4091 -4.9505  0.000
C18 2.9799 3.3721 -5.9390  0.000
C19 4.0568 3.3767 -6.8137  0.000
C20 5.0218 2.3886 -6.7001  0.000
C21 4.9352 1.4157 -5.7151  0.000
S4 0.8359 -1.2136 -1.7930  0.000
H12 2.0408 2.3923 -4.2720  0.000
H13 2.2055 4.1247 -6.0203  0.000
H14 4.1352 4.1404 -7.5783  0.000
H15 5.8556 2.3682 -7.3915  0.000
H16 5.6911 0.6540 -5.6513  0.000
Cl1 -0.7904 -4.8806 0.2707  0.000
C22 -1.4653 -4.1197 -1.1422  0.000
C23 -1.6221 -4.8562 -2.2902  0.000
C24 -2.1577 -4.2873 -3.4502  0.000
C25 -2.5185 -2.9431 -3.4220  0.000
C26 -2.3428 -2.2168 -2.2722  0.000
Cl2 -2.7625 -0.5066 -2.2261  0.000
C27 -1.7956 -2.7132 -1.0277  0.003
N7 -1.6446 -1.9794 0.0329  0.010
H17 -1.3136 -5.8958 -2.2821  0.000
H18 -2.2731 -4.8748 -4.3516  0.000
H19 -2.9289 -2.4610 -4.3026  0.000
Cl3 -2.8977 2.6412 -0.3678  0.000
C28 -1.4766 3.5269 0.1434  0.000
C29 -1.5855 4.4828 1.1294  0.000
C30 -0.4500 5.1640 1.5504  0.000
C31 0.7760 4.8384 0.9762  0.000
C32 0.8749 3.8532 0.0139  0.000
C33 -0.2523 3.1294 -0.4425  0.000
C34 -0.1895 2.0482 -1.3861  0.001
H20 -2.5535 4.6841 1.5708  0.000
H21 -0.5212 5.9276 2.3143  0.000
H22 1.6685 5.3749 1.2798  0.000
H23 1.8444 3.6083 -0.4062  0.000
H24 0.7630 1.9798 -1.9114  0.000
H25 -1.0054 2.0641 -2.1121  0.000

Computed properties:
HOMO (spin up / spin down) in eV: -0.958 / -0.954
Expectation value of S²: 0.75
Multiplicity: 2
Relative energy (zero: lowest compared OMol25 entry of this formula, charge and spin) in kcal per mole: 0.00
HOMO-LUMO gap (spin up / spin down) in eV: 4.4 / 4.4
Net charge: -2


Which value of relative energy (zero: lowest compared OMol25 entry of this formula, charge and spin) does entry 1 give? 0.00 kcal per mole


Look up the relative energy (zero: lowest compared OMol25 entry of this formula, charge and spin) of the second one. 0.00 kcal per mole